# C2H16O5

6 unconnected molecules or ions with the total composition C2H16O5 in a non-equilibrium geometry (ωB97M-V/def2-TZVPD, OMol25).

Values from the calculation:
**SMILES string**: CC.O.O.O.O.O
**DFT total energy**: -12570.1389 eV
**Kohn-Sham gap**: 10.656 eV
**ΔE to the lowest compared entry with this formula, charge and spin**: 1.2688 eV
**Net charge**: 0

Last column: Löwdin charge in e.
CARTESIAN COORDINATES (ANGSTROEM)
C 1.121 -0.542 1.673  -0.157
C 0.109 -0.669 0.463  -0.150
H 0.448 -0.542 2.577  0.054
H 1.707 0.414 1.806  0.074
H 1.815 -1.405 1.648  0.053
H 0.563 -0.818 -0.572  0.031
H -0.602 -1.441 0.660  0.035
H -0.371 0.436 0.275  0.101
O -1.741 -1.531 3.421  -0.055
H -1.985 -1.358 2.507  0.023
H -2.539 -1.574 3.947  0.032
O -1.484 3.004 0.772  -0.089
H -2.111 3.674 0.586  -0.004
H -1.380 2.576 -0.111  -0.038
O 2.401 -1.599 -2.113  0.031
H 3.200 -1.886 -2.329  -0.023
H 2.325 -1.859 -1.206  0.041
O -1.453 1.630 -1.433  -0.100
H -1.747 2.140 -2.180  0.047
H -0.499 1.417 -1.802  0.083
O 0.553 0.351 -2.915  -0.043
H 1.453 0.136 -2.826  -0.003
H 0.217 -0.553 -2.846  0.057

Forces on the atoms, in the same order (eV/Å):
C -0.910 0.164 0.137
C 1.209 4.130 -1.260
H 0.992 -0.448 -0.646
H -0.608 -0.951 -0.850
H -0.356 0.464 0.472
H -0.258 -0.205 1.508
H -0.607 -0.265 0.003
H 0.566 -3.003 0.861
O 0.533 -0.113 -0.007
H -0.262 0.079 0.122
H -0.294 0.061 -0.118
O 0.901 -0.767 -0.030
H -0.955 1.131 0.042
H -0.025 -0.044 0.629
O -4.989 1.912 0.905
H 5.570 -1.894 -1.935
H -0.451 -0.071 1.011
O 2.929 -0.793 -1.370
H -0.758 0.493 -0.509
H -2.193 -0.055 1.071
O -1.749 -0.087 -0.239
H 2.285 0.030 0.269
H -0.572 0.229 -0.067

=====

# C5H6S2

C5H6S2 in the gas phase in a non-equilibrium geometry (ωB97M-V/def2-TZVPD, OMol25).

Values from the calculation:
**SMILES string**: CC1=C(C)C(=S)S1
**DFT total energy**: -26950.4850 eV
**Kohn-Sham gap**: 8.011 eV
**ΔE to the lowest compared entry with this formula, charge and spin**: 1.4400 eV
**Net charge**: 0

Last column: Löwdin charge in e.
CARTESIAN COORDINATES (ANGSTROEM)
C 1.294 0.023 -1.584  -0.092
C 0.721 0.325 -0.217  -0.557
C -0.357 -0.017 0.531  -0.334
C -1.652 -0.669 0.266  -0.042
C 0.155 0.809 1.797  -1.023
S -0.442 1.086 3.260  0.698
S 1.728 1.202 0.947  0.875
H 1.876 0.971 -1.957  0.110
H 0.566 -0.174 -2.288  0.026
H 1.932 -0.960 -1.685  0.124
H -2.064 -0.670 1.265  0.069
H -1.442 -1.675 0.138  0.059
H -2.315 -0.251 -0.473  0.089

Forces on the atoms, in the same order (eV/Å):
C 2.447 0.457 0.493
C 0.579 -1.380 -0.651
C 1.966 2.963 0.245
C 0.527 0.900 1.798
C -0.759 -1.455 -1.197
S 0.283 -0.003 -0.621
S -0.568 0.302 0.837
H -0.799 -2.004 0.687
H -1.957 -0.127 -1.470
H -0.702 2.080 0.824
H -1.067 0.194 0.188
H 0.064 -2.149 -0.952
H -0.014 0.223 -0.181